Below is a 16-piece molecular cluster, C18H68O19 overall at a distorted geometry, with properties calculated with ωB97M-V/def2-TZVPD.

Values from the calculation:
2S+1	2
E_HOMO (spin up / spin down)	-0.009 / -0.273	Ha
charge	-1

Geometry (Å):
1 O -23.81318 -8.19716 -6.48076
2 H -23.52221 -7.76777 -5.67628
3 H -23.14454 -7.97277 -7.12791
4 O -22.58482 -6.56011 -8.92425
5 H -22.10982 -6.45621 -8.09975
6 H -21.97512 -7.02758 -9.49520
7 O -24.72856 -2.10757 -2.71345
8 H -24.30906 -1.37506 -2.26214
9 H -24.82702 -1.80796 -3.61721
10 O -25.81187 -1.50369 -5.27477
11 H -26.75313 -1.62910 -5.39526
12 H -25.72832 -0.60476 -4.95666
13 O -24.52345 -4.68435 -1.88558
14 H -25.44611 -4.77099 -1.64592
15 H -24.42999 -3.77026 -2.15379
16 O -26.69340 -5.68787 -5.07154
17 H -27.52266 -5.43679 -5.47837
18 H -26.60831 -5.10244 -4.31904
19 O -22.03860 -5.79224 -2.41435
20 H -22.81807 -5.40450 -2.01647
21 H -21.57562 -6.20317 -1.68426
22 O -21.70423 -7.96428 -4.15251
23 H -21.94879 -7.16463 -3.68669
24 H -20.75594 -8.02778 -4.03878
25 O -24.82748 -7.62678 -2.64325
26 H -25.50757 -7.58736 -3.31567
27 H -24.48513 -6.73417 -2.59554
28 C -18.28239 0.15713 -7.43722
29 C -18.44787 -1.35447 -7.65485
30 O -17.87372 -2.01258 -6.54051
31 O -19.35192 0.86954 -8.12473
32 H -17.33151 0.50808 -7.83815
33 H -18.19578 0.41169 -6.38090
34 H -17.97602 -1.71930 -8.56719
35 H -19.49874 -1.63812 -7.71231
36 H -18.16343 -2.92672 -6.49555
37 H -19.03346 1.66352 -8.56038
38 C -19.35388 -5.25182 -7.50573
39 C -19.87117 -6.70290 -7.15352
40 O -21.16942 -6.70569 -6.70667
41 O -18.88435 -4.55715 -6.38163
42 H -20.19055 -4.70114 -7.93564
43 H -18.54464 -5.30887 -8.23373
44 H -19.25687 -7.21370 -6.41203
45 H -19.81551 -7.41157 -7.97984
46 H -21.14532 -7.25986 -5.92315
47 H -19.66023 -4.43133 -5.83047
48 C -22.97381 2.20594 -6.18564
49 C -23.79504 2.14993 -7.47938
50 O -22.95537 2.17455 -8.63125
51 O -22.08170 1.05613 -6.17542
52 H -23.61731 2.12209 -5.30987
53 H -22.44305 3.15449 -6.10406
54 H -24.51766 2.95444 -7.61611
55 H -24.27994 1.17469 -7.43597
56 H -22.67008 1.27786 -8.82140
57 H -21.29478 1.23523 -6.69530
58 C -20.75021 -1.80006 -2.18887
59 C -19.27230 -1.92694 -2.58469
60 C -18.71758 -0.52436 -2.76601
61 O -18.57049 -2.58399 -1.58644
62 H -21.27274 -1.22760 -2.95526
63 H -20.86750 -1.25617 -1.25156
64 H -21.21362 -2.78509 -2.24418
65 H -19.22841 -2.56871 -3.46464
66 H -19.03265 -0.25448 -3.77397
67 H -17.63513 -0.42451 -2.84627
68 H -19.19214 0.20942 -2.11451
69 H -18.78982 -2.15192 -0.75771
70 C -22.52488 -3.19030 -9.94426
71 C -21.19004 -3.30144 -10.57626
72 C -21.28428 -2.83485 -12.05628
73 O -20.26675 -2.45413 -9.90959
74 H -23.24614 -3.87748 -10.38662
75 H -23.01218 -2.21606 -9.98322
76 H -22.39034 -3.52232 -8.91481
77 H -20.87723 -4.34373 -10.63869
78 H -22.31679 -2.73637 -12.39139
79 H -20.70488 -3.46928 -12.72701
80 H -20.95388 -1.81883 -12.27229
81 H -19.46363 -2.49911 -10.43360
82 C -21.92248 -2.32388 -5.75257
83 C -22.25940 -3.48632 -4.81943
84 C -23.35429 -4.42562 -5.40338
85 O -21.14832 -4.30323 -4.67210
86 H -21.43382 -2.73787 -6.63457
87 H -21.20052 -1.65530 -5.28365
88 H -22.82094 -1.76548 -6.01539
89 H -22.61923 -3.14264 -3.84963
90 H -24.28575 -3.86412 -5.33139
91 H -23.54655 -5.30356 -4.78665
92 H -23.19257 -4.68615 -6.44936
93 H -21.38763 -4.82139 -3.90018
94 C -25.86684 -4.80503 -8.67081
95 C -26.05088 -6.25380 -8.80190
96 C -27.44823 -6.62824 -9.30367
97 O -25.22127 -6.78195 -9.83676
98 H -24.93609 -4.67358 -8.11898
99 H -26.61816 -4.23924 -8.11989
100 H -25.75270 -4.22123 -9.58420
101 H -25.84789 -6.68653 -7.82229
102 H -27.65278 -6.39093 -10.34767
103 H -28.18795 -6.09597 -8.70567
104 H -27.62941 -7.68991 -9.13597
105 H -24.33516 -6.51332 -9.58328

=====

Below is one molecule with the formula C6H15N at a distorted geometry, with properties calculated with ωB97M-V/def2-TZVPD.

Values from the calculation:
energy above the lowest of the compared OMol25 structures with the same formula, charge and spin	3.0852	eV
2S+1	1
E_HOMO	-0.314	Ha
SMILES string	CCCCNCC
charge	0

Geometry (Å):
1 C -2.01027 0.42826 1.91373
2 C -0.66990 0.15582 1.24034
3 C 0.56806 1.12330 1.25458
4 C 1.52663 0.47586 0.21678
5 N 1.26893 0.49091 -1.36028
6 C 0.99428 -0.82595 -1.84970
7 C -0.51921 -1.36560 -1.83907
8 H -2.42149 1.27129 1.43169
9 H -2.65111 -0.38366 1.92030
10 H -1.59334 0.73174 2.86117
11 H -0.40151 -0.79645 1.38390
12 H -1.04361 0.29217 0.15644
13 H 0.33286 2.13467 0.91122
14 H 1.12207 1.14150 2.28582
15 H 2.05877 -0.48127 0.60076
16 H 2.42257 1.20985 0.22961
17 H 0.52555 1.18694 -1.51853
18 H 1.37076 -0.75732 -2.93586
19 H 1.57459 -1.65790 -1.25560
20 H -0.55873 -2.08273 -2.53059
21 H -1.10340 -0.55926 -2.26390
22 H -0.79251 -1.73215 -0.85281

=====

Below is C13H17Cl4F2O12Pb as an isolated structure at a distorted geometry, with properties calculated with ωB97M-V/def2-TZVPD.

Values from the calculation:
energy above the lowest of the compared OMol25 structures with the same formula, charge and spin	0.0000	eV
2S+1	1
E_HOMO	-0.435	Ha
charge	+1

Geometry (Å):
1 Pb 2.00072 8.93753 2.69288
2 O 0.56831 2.23807 2.40411
3 C 0.76874 3.55097 2.55578
4 O 1.40366 3.91735 3.56915
5 O 0.35832 4.37104 1.69165
6 H 1.14658 2.03309 3.14248
7 C 3.66100 -1.55664 -2.58803
8 C 4.92332 -2.35481 -2.14219
9 C 4.77662 -3.27050 -0.91461
10 O 5.54289 -4.37248 -1.19586
11 C 6.08567 -4.20216 -2.40232
12 O 7.07624 -4.82054 -2.80275
13 O 5.36623 -3.27093 -3.05201
14 H 3.24317 -0.86170 -1.85962
15 H 2.88054 -2.27390 -2.84202
16 H 3.91022 -0.93130 -3.44532
17 H 5.79912 -1.73674 -1.94455
18 H 3.73058 -3.50709 -0.71986
19 H 5.05913 -2.64874 -0.06508
20 C 4.83256 1.16317 7.76804
21 Cl 4.10426 -0.21465 6.82795
22 Cl 5.98772 0.52330 8.97195
23 H 5.42738 1.71015 7.03653
24 H 4.01450 1.76204 8.16833
25 C -5.48102 3.29503 3.61967
26 Cl -6.42898 2.32722 2.48637
27 Cl -6.51377 3.56647 5.10766
28 H -4.61798 2.68134 3.87784
29 H -5.24312 4.24742 3.14588
30 C -3.38367 -4.42759 0.81740
31 C -1.90900 -4.32063 0.71771
32 O -1.57803 -5.02471 -0.41363
33 C -2.63958 -5.49150 -0.99947
34 O -2.67001 -5.91184 -2.10568
35 O -3.68895 -5.33102 -0.21585
36 F -1.21210 -4.77144 1.77962
37 H -3.97286 -3.54649 0.56320
38 H -3.71497 -4.75593 1.80255
39 H -1.61219 -3.28723 0.53860
40 C -3.00074 4.18936 -4.76362
41 C -3.46351 2.76681 -4.87489
42 O -4.87200 2.89091 -4.84531
43 C -5.19306 4.10959 -5.35529
44 O -6.31864 4.43423 -5.66296
45 O -4.03767 4.83247 -5.56110
46 F -3.03590 1.98774 -3.85184
47 H -2.02127 4.45922 -5.15848
48 H -3.03809 4.63029 -3.76749
49 H -3.02037 2.26578 -5.73552

=====

Below is C35H30HfN6O6Te as an isolated structure, with properties calculated with ωB97M-V/def2-TZVPD.

Values from the calculation:
energy above the lowest of the compared OMol25 structures with the same formula, charge and spin	0.0000	eV
2S+1	1
E_HOMO	-0.257	Ha
charge	0

Geometry (Å):
1 Hf 0.50569 -0.05646 -0.47957
2 O 1.03957 -1.22353 3.56473
3 C 0.93350 -1.34304 2.36764
4 N -0.04636 -0.80811 1.55581
5 C -1.32633 -0.74330 2.04678
6 O -1.74253 -1.25865 3.05997
7 C -2.24191 0.06964 1.17592
8 C -3.55680 0.25402 1.54306
9 C -4.36064 1.05734 0.74882
10 C -3.80570 1.65575 -0.36347
11 C -2.47471 1.41467 -0.67048
12 N -1.70305 0.62876 0.08334
13 C 1.94036 -2.13120 1.57002
14 C 3.02083 -2.72336 2.19179
15 C 3.84160 -3.52198 1.40636
16 C 3.53538 -3.69170 0.06120
17 C 2.45219 -3.01265 -0.47820
18 N 1.67707 -2.22608 0.26675
19 H -3.91141 -0.23901 2.43745
20 H -5.40395 1.20932 0.99389
21 H -4.38737 2.28767 -1.01936
22 H -2.00117 1.85592 -1.53353
23 H 3.17696 -2.55952 3.24802
24 H 4.70360 -4.01748 1.83395
25 H 4.13809 -4.32286 -0.57741
26 H 2.21036 -3.07734 -1.53230
27 O 3.63203 -1.30086 -3.06917
28 C 3.04579 -0.71496 -2.18580
29 O 1.76626 -0.61388 -2.05220
30 C 3.82317 -0.05819 -1.06700
31 C 5.20512 0.14959 -1.25154
32 C 5.90942 0.72826 -0.24662
33 C 5.25487 1.04404 0.96606
34 C 5.95596 1.58772 2.06824
35 C 5.31757 1.81561 3.25156
36 C 3.94816 1.50716 3.37838
37 C 3.24282 1.00483 2.32225
38 C 3.87248 0.76888 1.08091
39 N 3.15934 0.24509 0.02324
40 H 5.64526 -0.15094 -2.19037
41 H 6.96927 0.93311 -0.34489
42 H 7.01190 1.80433 1.95558
43 H 5.85929 2.22273 4.09560
44 H 3.44272 1.66212 4.32359
45 H 2.19674 0.78093 2.44116
46 N 1.48956 2.96834 0.57158
47 C 1.47924 3.93234 1.49684
48 C 0.62878 3.52431 2.50461
49 C 0.16403 2.27543 2.09054
50 N 0.69115 1.94654 0.91202
51 H 1.96295 2.89322 -0.33617
52 H 2.07284 4.82213 1.36278
53 H 0.37976 4.05138 3.40932
54 H -0.50388 1.60063 2.59981
55 O 2.16011 2.37762 -1.96032
56 C 1.06859 2.14715 -2.47864
57 O 0.09399 1.54460 -1.89817
58 H 0.87295 2.45800 -3.51438
59 C -7.27387 -0.26786 -2.26380
60 C -5.83769 -0.68474 -2.10103
61 C -4.86836 -0.23974 -2.99121
62 C -3.53676 -0.62544 -2.88338
63 C -2.55461 -0.10962 -3.89775
64 C -3.15331 -1.48181 -1.83373
65 Te -1.14903 -2.12132 -1.67352
66 C -4.12135 -1.96118 -0.94196
67 C -3.79636 -2.92571 0.16516
68 C -5.44542 -1.54618 -1.08918
69 H -7.35510 0.80460 -2.45282
70 H -7.86030 -0.49924 -1.37402
71 H -7.73851 -0.78061 -3.10908
72 H -5.15885 0.42644 -3.79909
73 H -3.05809 0.53210 -4.62274
74 H -2.07394 -0.93398 -4.42764
75 H -1.74025 0.44965 -3.43343
76 H -3.03940 -2.53401 0.84678
77 H -3.38935 -3.85873 -0.22930
78 H -4.69447 -3.15762 0.73943
79 H -6.18643 -1.91907 -0.38766

=====

Below is C4H4F3I as an isolated structure at a distorted geometry, with properties calculated with ωB97M-V/def2-TZVPD.

Values from the calculation:
energy above the lowest of the compared OMol25 structures with the same formula, charge and spin	1.8468	eV
2S+1	1
E_HOMO	-0.350	Ha
charge	0

Geometry (Å):
1 C 0.32262 -0.61632 0.89310
2 C 0.85523 -0.94429 -0.47435
3 C -0.30927 0.73724 0.53738
4 C -0.45423 0.51846 -1.02005
5 F 0.54010 1.80926 0.78143
6 F -1.41179 0.97832 1.23526
7 F -0.07482 1.57641 -1.82984
8 I -2.49841 -0.17034 -1.54288
9 H -0.48505 -1.21150 1.39098
10 H 1.04453 -0.39742 1.59954
11 H 1.77066 -0.29517 -0.69555
12 H 0.70044 -1.98465 -0.87501

=====

Below is an isolated ion of composition C5H4ClN2OS2 and charge +1 at a distorted geometry, with properties calculated with ωB97M-V/def2-TZVPD.

Values from the calculation:
2S+1	1
E_HOMO	-0.470	Ha
charge	+1

Geometry (Å):
1 C 1.98268 -0.58353 -0.46607
2 C 2.90391 0.39355 -0.26559
3 C -1.70144 0.88930 -0.01809
4 C -1.63725 -0.40187 -0.35505
5 C 0.62348 1.07021 0.02171
6 N -0.60903 1.65442 0.18933
7 N 0.70050 -0.18467 -0.29588
8 O -2.24703 -2.43876 1.01701
9 S 2.14549 1.88427 0.15553
10 S -2.03941 -1.92314 -0.51748
11 Cl -3.22596 1.67356 0.08908
12 H 2.19074 -1.60166 -0.73396
13 H 3.97059 0.33006 -0.34067
14 H -0.69398 2.63301 0.42818
15 H -2.36328 -3.39477 1.09196

=====

Below is C4H13N3 as an isolated structure at a distorted geometry, with properties calculated with ωB97M-V/def2-TZVPD.

Values from the calculation:
energy above the lowest of the compared OMol25 structures with the same formula, charge and spin	4.8792	eV
2S+1	1
E_HOMO	-0.281	Ha
charge	0

Geometry (Å):
1 C -0.82644 -1.66702 1.22246
2 C 1.47027 -1.35138 0.51589
3 C 0.97665 1.67806 -1.19521
4 C -1.48856 1.21770 -1.01936
5 N 0.03621 0.67943 0.69458
6 N 0.07706 -1.15392 0.25128
7 N -0.23005 1.39498 -0.39663
8 H -1.89493 -1.56170 0.88017
9 H -0.60375 -2.68886 1.43709
10 H -0.93084 -1.13411 2.19366
11 H 1.65330 -1.07093 1.47394
12 H 1.66844 -2.48277 0.31407
13 H 2.17367 -0.83404 -0.26590
14 H 0.94576 2.67089 -1.62743
15 H 1.80021 1.58851 -0.40399
16 H 1.33172 0.84523 -1.92264
17 H -1.51723 1.40333 -2.09933
18 H -1.54120 0.17689 -0.99192
19 H -2.29386 1.73306 -0.44087
20 H -0.80642 0.55668 1.38013

=====

Below is C7H15O4Sm as an isolated structure at a distorted geometry, with properties calculated with ωB97M-V/def2-TZVPD.

Values from the calculation:
2S+1	8
E_HOMO (spin up / spin down)	-0.186 / -0.240	Ha
charge	0

Geometry (Å):
1 C -2.49854 1.80706 -0.62767
2 O -1.40993 1.36155 0.09780
3 C -0.77162 2.18585 1.11308
4 H -2.63268 0.83510 -1.55160
5 H -2.27287 2.70595 -1.22226
6 H -1.33066 2.03380 2.05558
7 H -0.79736 3.24258 0.78998
8 Sm 1.19193 0.67473 0.62152
9 C -2.46807 -0.72383 -2.75671
10 O -1.15709 -0.58963 -3.11738
11 C -0.35817 -1.74915 -3.00540
12 C 0.24008 -1.90531 -1.62150
13 O 1.17295 -0.87665 -1.32258
14 C 2.54281 -1.13634 -1.65487
15 C 3.31893 0.14736 -1.36827
16 O 2.97872 0.68300 -0.13464
17 H -2.99807 -1.34730 -3.49114
18 H -3.15147 -0.83737 -1.91478
19 H 0.43372 -1.65842 -3.75992
20 H -0.94594 -2.65214 -3.24125
21 H -0.54905 -1.84730 -0.85879
22 H 0.73075 -2.88617 -1.53381
23 H 2.62565 -1.43148 -2.71165
24 H 2.89416 -1.96322 -1.01510
25 H 4.39529 -0.10742 -1.43386
26 H 3.11752 0.85961 -2.19572
27 H -3.34330 1.97248 0.05510